Entry one
Here is a structure of composition C22H26N6O2S2 from OMol25. Energies are from ωB97M-V/def2-TZVPD.

Geometry as XYZ:
```
58
Properties=species:S:1:pos:R:3:nbo_charge:R:1
C -0.11275 2.16870 -2.24742 -0.378
C -1.33451 1.50420 -2.36739 -0.156
C -1.63787 0.06544 -1.85705 -0.234
N -0.38217 -0.36592 -1.19765 -0.370
C 0.53761 -1.03140 -1.72203 0.210
N 1.60792 -1.48091 -0.83493 -0.267
N 1.41615 -0.81241 0.31840 -0.276
C 0.03372 -0.09511 -0.05802 0.278
C -0.62905 0.78989 0.89603 -0.123
N -1.39076 0.00016 1.96742 -0.646
C -2.69180 -0.51864 1.54771 0.633
O -3.29279 0.03521 0.50688 -0.649
C -3.34844 -0.99267 2.74484 -0.114
C -4.39138 -2.12401 2.29114 -0.145
C -5.09573 -2.74433 3.15094 -0.249
C -4.50667 -2.84026 4.56784 -0.116
C -3.55177 -1.86891 5.08470 -0.221
C -2.86344 -1.16816 4.07939 -0.109
H -2.33245 -0.56706 4.38627 0.154
H -3.26240 -2.03528 6.01599 0.211
H -5.18788 -3.36581 5.18864 0.200
H -5.68197 -3.62696 2.83316 0.219
H -4.65597 -2.15221 1.22687 0.225
H -0.72578 -0.67159 2.64256 0.427
H -1.52998 1.35859 0.23665 0.276
C 0.31505 1.66595 1.77877 -0.210
C 1.33731 1.09562 2.81088 -0.604
H 0.61078 0.52897 3.54595 0.182
H 1.84546 0.04045 2.26124 0.246
H 2.12421 1.58350 3.12534 0.212
C -0.48253 2.73235 2.36590 -0.561
H -1.15997 2.46472 3.06815 0.205
H -0.98043 3.34229 1.72727 0.208
H 0.32360 3.57250 2.99898 0.170
H 1.06978 2.19491 0.96900 0.193
S 0.43046 -2.05674 -3.41356 0.262
C 2.08096 -2.40580 -3.62383 -0.762
C 2.89903 -2.12898 -4.75269 0.645
O 2.83622 -2.67198 -5.89674 -0.565
N 3.09480 -0.75784 -5.01787 -0.647
C 3.23714 0.24955 -3.72585 0.378
N 3.61924 -0.16112 -2.69068 -0.486
C 3.63650 1.16585 -1.94485 0.154
C 3.48869 2.40760 -2.54859 -0.370
S 3.05146 2.01514 -4.39891 0.171
H 3.37058 3.34598 -2.07861 0.239
C 3.88031 1.05015 -0.32950 -0.621
H 3.17456 0.37217 0.18883 0.257
H 3.68578 1.93787 -0.03029 0.190
H 4.96448 0.52849 -0.45835 0.234
H 3.10624 -0.27441 -5.87886 0.415
H 2.70831 -2.13832 -2.72386 0.335
H 1.96897 -3.59814 -3.52518 0.263
H -2.27662 0.18038 -1.08947 0.276
H -1.71670 -0.56677 -2.56248 0.213
H -1.99202 1.69754 -2.96576 0.167
H -0.03600 3.29272 -2.78484 0.220
H 0.79454 1.83486 -1.80043 0.208
```

## Properties
- frontier orbital gap (eV) = 7.077
- HOMO energy (eV) = -7.931
- LUMO level (eV) = -0.855

Entry two
Here is an isolated molecule of C22H26N6O2S2 from OMol25. Energies are from ωB97M-V/def2-TZVPD.

Geometry as XYZ:
```
58
Properties=species:S:1:pos:R:3:nbo_charge:R:1
C -2.93423 -2.95292 1.21574 -0.420
N -3.03851 -2.15042 0.03193 -0.367
C -4.13498 -1.88476 -0.74181 0.331
N -3.82312 -1.03037 -1.67707 -0.296
N -2.52770 -0.70407 -1.54620 -0.333
C -2.06979 -1.36359 -0.51685 0.178
S -0.45564 -1.28329 0.11602 0.244
C 0.21766 0.01402 -0.98250 -0.616
C 1.12351 0.97144 -0.22504 0.680
O 0.82904 2.14787 -0.12420 -0.631
N 2.24379 0.46364 0.32590 -0.439
C 2.77573 -0.86857 0.18168 -0.211
H 2.07757 -1.52206 -0.33597 0.219
C 4.11198 -0.82438 -0.57541 -0.227
N 5.02157 0.04205 0.13587 -0.470
C 6.39877 -0.13966 0.02176 0.264
C 7.24970 0.47599 0.94492 -0.275
C 8.61395 0.27787 0.89351 -0.188
C 9.17024 -0.54697 -0.07065 -0.247
C 8.33869 -1.16827 -0.98416 -0.186
C 6.97086 -0.96741 -0.94557 -0.300
H 6.35370 -1.44894 -1.68839 0.211
H 8.75647 -1.81113 -1.74555 0.212
H 10.23747 -0.70293 -0.10732 0.213
H 9.24878 0.76437 1.61979 0.213
H 6.83532 1.10026 1.72223 0.210
C 4.48934 1.38472 0.24951 -0.218
H 5.19807 2.02733 0.76797 0.218
C 3.16617 1.34535 1.01256 -0.232
H 2.71596 2.33746 1.06018 0.251
H 3.33201 0.96363 2.02500 0.196
H 4.30569 1.81092 -0.75149 0.180
H 4.52273 -1.83401 -0.60610 0.218
H 3.93205 -0.47560 -1.60682 0.174
H 2.95216 -1.27748 1.18303 0.203
H -0.64319 0.56404 -1.36183 0.300
H 0.73774 -0.46935 -1.81012 0.233
C -5.51614 -2.36916 -0.49464 -0.463
H -6.07210 -2.23430 -1.42312 0.241
H -5.52599 -3.42491 -0.22170 0.222
C -6.16602 -1.52619 0.63110 -0.219
N -5.77868 -0.14177 0.51698 -0.613
C -4.62871 0.26666 1.13298 0.665
O -4.16692 -0.32211 2.09930 -0.649
C -3.96503 1.43296 0.55662 -0.342
C -2.69370 1.83988 0.86716 -0.178
C -2.23766 2.89617 0.05939 -0.263
C -3.16664 3.28410 -0.85441 -0.382
S -4.61137 2.36763 -0.75388 0.439
H -3.09249 4.05851 -1.59222 0.237
H -1.25245 3.31846 0.13525 0.256
H -2.11401 1.37363 1.64367 0.242
H -6.01128 0.30682 -0.35814 0.396
H -7.25331 -1.61095 0.58378 0.207
H -5.81935 -1.86491 1.61021 0.230
H -1.90189 -3.28079 1.33287 0.219
H -3.22452 -2.35421 2.08328 0.252
H -3.58849 -3.81973 1.13001 0.211
```

## Properties
- frontier orbital gap (eV) = 8.565
- HOMO energy (eV) = -8.075
- SMILES = Cn1c(CCNC(=O)c2cccs2)nnc1SCC(=O)N1CCN(c2ccccc2)CC1
- LUMO level (eV) = 0.490

Of them, the most stable is entry two and the least stable is entry one.

Entry one
Here is an isolated molecule of C2H2N4 from OMol25. Energies are from ωB97M-V/def2-TZVPD.

Geometry as XYZ:
```
8
Properties=species:S:1:pos:R:3:nbo_charge:R:1
C -1.26172 -0.31962 -0.29380 0.129
N -1.33972 0.90574 -0.49462 -0.326
N 0.33252 1.79434 -0.17675 0.121
N 1.23232 1.12193 0.16663 -0.159
C 1.06687 -0.48565 0.36091 0.218
N 0.00059 -1.07684 0.15827 -0.396
H -2.06460 -1.06108 -0.40341 0.196
H 2.03374 -0.87883 0.68278 0.217
```

## Properties
- frontier orbital gap (eV) = 9.053
- HOMO energy (eV) = -9.309
- LUMO level (eV) = -0.256

Entry two
Here is an isolated molecule of C2H2N4 from OMol25. Energies are from ωB97M-V/def2-TZVPD.

Geometry as XYZ:
```
8
Properties=species:S:1:pos:R:3:nbo_charge:R:1
C 0.95544 -0.54092 0.10312 0.116
N 0.36502 -0.55102 1.39555 -0.352
N -0.83172 -0.22852 1.33951 0.241
N -1.91836 0.07516 1.27684 0.002
C -0.48892 0.58450 -1.56479 -0.013
N 0.40136 0.07608 -0.85626 -0.370
H 1.88217 -1.08775 0.00478 0.213
H -0.36876 1.67032 -1.70059 0.163
```

## Properties
- frontier orbital gap (eV) = 8.874
- HOMO energy (eV) = -8.159
- LUMO level (eV) = 0.715

Of them, the most stable is entry one and the least stable is entry two.

Entry one
Here is a cluster of 15 separate species, C15H60N30O15 in total from OMol25. Energies are from ωB97M-V/def2-TZVPD.

Geometry as XYZ:
```
120
Properties=species:S:1:pos:R:3:mulliken_charge:R:1
C -12.70112 -6.45136 -9.58666 0.543
O -11.94594 -6.51006 -8.61448 -0.579
N -12.68563 -7.30362 -10.48461 -0.310
N -13.67341 -5.55263 -9.84166 -0.453
H -13.28030 -7.23614 -11.29815 0.152
H -11.93614 -7.97522 -10.39912 0.233
H -14.08503 -5.58092 -10.76352 0.120
H -13.79853 -4.71787 -9.28706 0.229
C -8.46349 -5.79148 -7.85082 0.710
O -8.55196 -7.00177 -8.00678 -0.808
N -7.26053 -5.27166 -7.83359 -0.462
N -9.48054 -5.05183 -7.59536 -0.113
H -7.19298 -4.27343 -7.69553 0.149
H -6.40843 -5.81040 -7.89465 0.225
H -9.51935 -4.07031 -7.83025 0.240
H -10.35502 -5.55035 -7.51245 0.023
C -13.98151 -3.28146 -2.72145 0.470
O -14.64498 -2.54358 -2.08229 -0.706
N -14.39458 -4.21035 -3.51833 -0.007
N -12.60645 -3.14203 -2.84822 -0.300
H -13.79735 -4.88288 -3.97779 0.023
H -15.29818 -4.10380 -3.95686 0.294
H -12.14129 -4.01319 -3.05988 -0.012
H -12.10982 -2.48708 -2.26130 0.277
C -9.60320 -9.95724 -6.68625 0.642
O -9.62810 -11.02554 -6.18548 -0.706
N -8.73206 -9.04267 -6.40922 -0.325
N -10.41432 -9.57372 -7.69521 -0.136
H -8.17045 -9.12228 -5.57356 0.203
H -8.74810 -8.14966 -6.88090 0.229
H -11.14270 -10.13028 -8.11916 0.107
H -10.21004 -8.66938 -8.09587 0.113
C -16.87360 -6.75371 -1.33688 0.516
O -17.73869 -6.30630 -1.99514 -0.647
N -15.58426 -6.75798 -1.63310 -0.010
N -17.09132 -7.23300 -0.15130 -0.377
H -15.31738 -6.16985 -2.40964 -0.028
H -15.01158 -7.58977 -1.61572 0.141
H -16.31704 -7.57425 0.40014 0.188
H -18.00572 -7.04412 0.23375 0.229
C -17.20311 -8.58641 -8.43107 0.691
O -17.19071 -7.65666 -9.14512 -0.726
N -18.28445 -9.04624 -7.97263 -0.355
N -16.17794 -9.32493 -8.02971 0.056
H -19.19891 -8.64893 -8.13376 0.221
H -18.23737 -9.73307 -7.23361 0.151
H -15.25430 -9.10818 -8.37605 0.039
H -16.45120 -10.07087 -7.40597 0.281
C -9.35910 -4.61990 -3.36459 0.578
O -9.39193 -3.64897 -3.98424 -0.658
N -8.63995 -4.96406 -2.34426 -0.269
N -10.04579 -5.60967 -3.74248 0.256
H -8.83365 -5.84164 -1.88332 0.373
H -8.02249 -4.24344 -1.99854 0.161
H -9.82762 -6.47271 -3.26532 0.272
H -10.73122 -5.68847 -4.48008 -0.284
C -13.32449 -11.22790 -8.43500 0.438
O -13.57179 -10.05399 -8.48853 -0.618
N -13.57144 -12.10779 -9.38008 -0.583
N -12.74105 -11.79044 -7.34537 -0.116
H -13.16279 -13.02028 -9.23713 0.220
H -13.23565 -11.66744 -10.22475 0.313
H -13.04034 -12.72605 -7.11056 0.274
H -12.55225 -11.24717 -6.51512 -0.208
C -9.72521 -8.49936 -1.06421 0.299
O -9.69205 -7.50418 -1.74601 -0.641
N -10.75073 -9.28004 -0.90769 -0.225
N -8.72645 -8.91826 -0.27616 -0.543
H -10.65084 -9.95635 -0.16426 0.190
H -11.66125 -8.86943 -1.05769 0.034
H -7.93391 -8.29230 -0.28793 0.255
H -8.72829 -9.90279 -0.05093 0.163
C -12.08020 -5.44736 -0.17628 0.489
O -12.69089 -5.27275 0.83638 -0.805
N -12.42062 -6.34608 -1.04407 0.636
N -11.08247 -4.83323 -0.53814 -0.255
H -13.33865 -6.70108 -0.81763 -0.214
H -11.86103 -6.39817 -1.88325 -0.216
H -10.80719 -4.04196 0.02595 0.213
H -10.59095 -4.98958 -1.40650 0.122
C -14.39404 -10.03725 -1.31003 0.450
O -13.87837 -8.92824 -1.48802 -0.465
N -14.35032 -10.52321 -0.10638 -0.361
N -14.94487 -10.76690 -2.12401 -0.251
H -14.06633 -10.00178 0.71065 0.280
H -14.80526 -11.42164 -0.02950 0.125
H -14.71184 -10.54211 -3.08073 -0.052
H -14.88994 -11.77354 -2.06272 0.319
C -16.92873 -12.12207 -5.55207 0.650
O -17.54235 -11.34282 -6.36864 -0.809
N -15.66197 -11.99853 -5.29808 0.159
N -17.44438 -13.20724 -4.91275 -0.409
H -14.94895 -11.31927 -5.52228 -0.239
H -15.24420 -12.74650 -4.76321 0.094
H -18.44393 -13.30784 -4.80856 0.247
H -16.87864 -13.86162 -4.39142 0.127
C -12.82400 -7.73743 -5.17138 -0.177
O -12.87339 -6.53583 -4.90998 -0.664
N -12.86486 -8.74036 -4.30352 1.643
N -12.72047 -8.09985 -6.39360 2.083
H -13.16704 -8.50378 -3.36927 -0.567
H -12.65310 -9.70951 -4.49328 -0.690
H -12.61845 -7.42211 -7.13547 -0.352
H -12.92895 -9.01762 -6.76007 -0.826
C -16.31978 -5.16136 -6.31568 0.548
O -16.39141 -4.77297 -5.20430 -0.800
N -16.99099 -4.74000 -7.33196 -0.357
N -15.69219 -6.17712 -6.69932 0.182
H -17.70422 -4.03155 -7.23459 0.252
H -16.80147 -5.14244 -8.23870 0.135
H -15.10940 -6.57261 -5.97542 -0.236
H -15.67563 -6.65231 -7.59037 -0.029
C -12.38406 -12.20389 -3.75696 0.253
O -12.96799 -11.60278 -4.62693 -0.349
N -12.21258 -13.49643 -3.83929 -0.389
N -11.55474 -11.68979 -2.81617 -0.166
H -12.42097 -13.95105 -4.71676 0.285
H -11.58159 -13.87797 -3.14912 0.131
H -11.06000 -12.27185 -2.15551 0.196
H -11.48348 -10.69329 -2.66774 -0.054
```

## Properties
- frontier orbital gap (eV) = 6.682
- HOMO energy (eV) = -7.642
- LUMO level (eV) = -0.960

Entry two
Here is a cluster of 15 separate species, C15H60N30O15 in total from OMol25. Energies are from ωB97M-V/def2-TZVPD.

Geometry as XYZ:
```
120
Properties=species:S:1:pos:R:3:mulliken_charge:R:1
C -1.45096 -3.91548 -3.95262 0.403
O -1.61257 -5.10714 -3.61400 -0.727
N -2.46831 -3.14100 -4.39220 -0.253
N -0.18845 -3.41999 -4.04344 -0.083
H -2.32774 -2.15980 -4.53728 0.063
H -3.33686 -3.54757 -4.68256 0.222
H 0.51859 -4.09179 -3.82847 0.226
H 0.06846 -2.43749 -3.99850 0.005
C 1.44147 -0.56920 -3.64371 0.678
O 0.84285 -0.93194 -4.67040 -0.832
N 0.95506 0.36764 -2.78923 0.720
N 2.62738 -1.11682 -3.19347 -0.169
H 0.16180 0.92404 -3.05981 -0.252
H 1.54584 0.72607 -2.04602 -0.488
H 2.85616 -0.98981 -2.22657 0.070
H 3.21202 -1.58614 -3.85936 0.261
C -1.17216 -2.57964 5.05403 0.383
O -2.07920 -3.04496 5.75088 -0.724
N 0.07461 -2.28609 5.51602 -0.302
N -1.43709 -2.36874 3.72741 -0.147
H 0.73981 -2.16361 4.77264 0.281
H 0.21313 -2.68961 6.42605 0.231
H -2.33281 -2.66536 3.38499 0.205
H -0.86853 -1.95720 2.99597 0.048
C 3.38213 3.84539 0.69545 0.025
O 4.22406 4.52108 1.30836 -0.755
N 2.80072 2.71990 1.19374 0.484
N 2.91114 4.24367 -0.53175 -0.076
H 3.09210 2.31993 2.06681 0.197
H 2.19240 2.17765 0.60984 -0.277
H 3.44997 5.08484 -0.70126 0.258
H 2.64412 3.65503 -1.30643 0.107
C -0.31878 -0.97515 0.00580 -0.422
O -0.17338 -1.57385 1.08074 -0.650
N -0.36478 -1.64792 -1.17965 1.184
N -0.55367 0.37524 -0.01810 1.739
H -0.51210 -1.26374 -2.09652 -0.522
H -0.20265 -2.63824 -0.97484 -0.345
H -0.45990 1.00984 0.76521 -0.525
H -0.59964 0.71465 -0.96778 -0.467
C 3.19436 0.72284 0.00049 -0.132
O 2.53585 1.51343 -0.68843 -0.541
N 4.44089 1.01372 0.47929 -0.275
N 2.72276 -0.50615 0.32547 1.284
H 4.85426 0.62461 1.30549 0.167
H 4.95305 1.77059 0.06277 0.287
H 3.31293 -1.26689 0.60268 0.272
H 1.73578 -0.65662 0.18404 -0.768
C -0.34619 4.10346 1.49642 0.035
O -0.37864 2.87514 1.27102 -0.136
N -0.35243 4.52655 2.79500 -0.316
N -0.29265 5.06674 0.53728 -0.280
H -0.54052 5.47558 3.06321 0.196
H -0.12040 3.89045 3.55318 0.007
H 0.02329 4.77835 -0.37829 0.103
H -0.33659 6.04885 0.72437 0.158
C -2.21236 0.32980 -4.73767 0.196
O -1.84060 0.24542 -3.55749 0.013
N -3.12680 1.31220 -5.10331 -0.468
N -1.58993 -0.22629 -5.82305 -0.316
H -3.34222 1.39817 -6.07841 0.165
H -3.84788 1.48342 -4.41976 0.211
H -1.79818 0.17251 -6.71423 0.200
H -0.70169 -0.68100 -5.63764 0.361
C -3.77633 2.79695 -1.19459 0.598
O -3.22320 3.51156 -2.04450 -0.724
N -4.59355 3.23641 -0.19932 -0.437
N -3.49202 1.45502 -1.11052 -0.173
H -4.88073 2.49883 0.41361 0.168
H -4.73770 4.21851 -0.06621 0.236
H -3.01448 0.94393 -1.83484 -0.058
H -3.56689 0.93011 -0.25677 0.209
C -3.69232 -4.59927 -0.47423 0.480
O -4.50628 -5.21050 0.22288 -0.682
N -4.06320 -3.44248 -1.13231 -0.224
N -2.36104 -4.87221 -0.62681 -0.058
H -3.31908 -2.94086 -1.57971 0.143
H -4.98411 -3.06133 -1.19788 0.192
H -2.03532 -5.70492 -0.16732 0.180
H -1.87339 -4.49653 -1.41355 -0.123
C -2.28590 1.83626 4.76548 0.508
O -2.61774 1.15213 5.75813 -0.719
N -1.88151 1.19291 3.65045 0.002
N -2.36130 3.19316 4.82422 -0.329
H -2.09166 1.59521 2.75175 0.000
H -1.89235 0.19582 3.82857 0.100
H -2.51071 3.81491 4.05093 0.236
H -2.84693 3.40307 5.68625 0.262
C 1.97580 -4.39737 -1.23087 0.615
O 1.08772 -4.12018 -0.41985 -0.572
N 1.76500 -5.04155 -2.43293 -0.516
N 3.32704 -4.31277 -0.92995 -0.429
H 2.51760 -5.08608 -3.08953 0.165
H 0.80231 -5.30846 -2.59109 0.295
H 3.94056 -4.07218 -1.68948 0.209
H 3.58564 -3.97981 -0.01666 0.216
C 1.44205 1.57462 4.52101 0.335
O 1.23638 2.69796 5.00500 -0.764
N 1.21835 1.33916 3.20510 1.522
N 1.99989 0.56408 5.21815 -0.178
H 1.53822 0.46255 2.81138 -0.246
H 0.79079 2.09197 2.69435 -0.804
H 2.31953 -0.20603 4.65659 -0.022
H 2.15814 0.60906 6.20334 0.239
C 0.50424 3.81193 -3.00908 0.464
O 1.69572 3.91923 -3.28145 -0.703
N -0.03662 3.16441 -1.92891 1.167
N -0.54451 4.21081 -3.77487 -0.282
H -1.02839 3.00045 -2.00462 -0.061
H 0.39339 2.76744 -1.11209 -0.929
H -1.48361 3.99971 -3.47025 0.102
H -0.41537 4.73961 -4.61726 0.223
C 2.77927 -1.96145 3.11388 0.479
O 3.11141 -0.79677 2.83577 -0.805
N 1.75083 -2.73217 2.61328 0.030
N 3.45851 -2.62025 4.09078 -0.320
H 1.07083 -2.43837 1.90546 -0.091
H 1.68301 -3.70778 2.84009 0.259
H 4.14656 -2.06667 4.57501 0.262
H 3.37713 -3.58335 4.35359 0.157
```

## Properties
- frontier orbital gap (eV) = 8.215
- HOMO energy (eV) = -8.559
- LUMO level (eV) = -0.344

Of them, the most stable is entry two and the least stable is entry one.